Entry one
{
  "formula": "C4H7N2O",
  "method": "ωB97M-V/def2-TZVPD",
  "e_lumo_ev": -3.779,
  "charge": 1,
  "e_homo_ev": -14.3541,
  "homo_lumo_gap_ev": 10.58,
  "elements": ["C", "C", "C", "C", "N", "N", "O", "H", "H", "H", "H", "H", "H", "H"],
  "xyz": [[0.612, 0.112, -0.488], [-1.923, 0.525, -0.401], [-0.523, -1.342, 0.370], [-0.711, 0.162, 0.262], [0.786, -1.161, -0.284], [1.352, 1.066, -0.985], [-2.904, 0.822, 0.253], [-1.934, 0.671, -1.477], [-0.308, -1.641, 1.507], [-1.281, -1.881, -0.071], [-0.705, 0.798, 1.131], [1.387, -1.850, -0.672], [1.169, 2.011, -1.008], [2.276, 0.886, -1.395]],
  "mulliken_charge": [0.22, -0.29, -0.59, 0.34, -0.08, -0.32, -0.41, 0.39, 0.28, 0.38, 0.37, 0.22, 0.22, 0.25]
}

Entry two
{
  "formula": "C4H7N2O",
  "method": "ωB97M-V/def2-TZVPD",
  "e_lumo_ev": [-5.378, -5.381],
  "charge": 1,
  "e_homo_ev": [-14.6812, -14.6689],
  "homo_lumo_gap_ev": [9.30, 9.29],
  "elements": ["C", "C", "C", "C", "N", "N", "O", "H", "H", "H", "H", "H", "H", "H"],
  "xyz": [[1.766, -0.994, 1.758], [0.066, -0.113, 0.024], [-1.512, 0.910, -1.565], [-0.865, -0.438, -1.021], [1.257, -1.800, 0.975], [1.492, 0.355, 1.703], [0.546, 0.700, 0.843], [2.326, -1.286, 2.574], [-1.957, 0.689, -2.600], [-0.944, 1.832, -1.404], [-2.350, 1.096, -1.035], [-0.235, -0.713, -1.818], [-1.493, -1.312, -0.796], [1.903, 1.074, 2.362]],
  "mulliken_charge": [0.07, 0.39, -1.14, -0.22, -0.40, -0.11, -0.11, 0.45, 0.33, 0.37, 0.40, 0.26, 0.39, 0.32]
}

Entry three
{
  "formula": "C4H7N2O",
  "method": "ωB97M-V/def2-TZVPD",
  "e_lumo_ev": -3.889,
  "charge": 1,
  "smiles": "C[n+]1cccn1O",
  "e_homo_ev": -14.4333,
  "homo_lumo_gap_ev": 10.54,
  "elements": ["C", "N", "C", "C", "C", "N", "O", "H", "H", "H", "H", "H", "H", "H"],
  "xyz": [[-0.498, 1.565, 1.001], [-0.206, 0.223, 0.552], [-0.468, -1.059, 0.954], [0.021, -1.953, -0.022], [0.558, -1.207, -1.065], [0.478, 0.061, -0.712], [1.015, 1.121, -1.272], [0.453, 2.030, 0.990], [-1.002, 1.934, 0.035], [-1.110, 1.885, 1.891], [-1.132, -1.231, 1.840], [-0.318, -2.961, -0.128], [1.121, -1.463, -1.876], [1.088, 1.055, -2.189]],
  "mulliken_charge": [-0.61, 0.01, 0.21, -0.95, -0.02, 0.18, -0.38, 0.32, 0.30, 0.32, 0.40, 0.38, 0.46, 0.38]
}

Entry four
{
  "formula": "C4H7N2O",
  "method": "ωB97M-V/def2-TZVPD",
  "e_lumo_ev": -5.740,
  "charge": 1,
  "e_homo_ev": -14.4568,
  "homo_lumo_gap_ev": 8.72,
  "elements": ["C", "C", "C", "C", "N", "N", "O", "H", "H", "H", "H", "H", "H", "H"],
  "xyz": [[0.222, -1.215, -0.532], [1.216, -0.804, 0.373], [-0.572, -0.067, -0.803], [0.998, 0.582, 0.707], [-0.059, 0.959, -0.193], [-1.508, 0.083, -1.691], [-0.089, 0.249, 2.189], [-0.185, -2.184, -0.704], [2.104, -1.422, 0.591], [1.656, 1.398, 1.081], [-0.488, 1.920, -0.003], [-1.678, -0.550, -2.405], [-2.120, 0.927, -1.519], [0.502, 0.125, 2.907]],
  "mulliken_charge": [-0.58, -0.46, 0.54, 0.22, -0.22, -0.33, -0.55, 0.42, 0.43, 0.40, 0.30, 0.24, 0.27, 0.31]
}

Decreasing stability: entry one, entry four, entry three, entry two

Entry one
{
  "formula": "C6H14N2",
  "method": "ωB97M-V/def2-TZVPD",
  "e_lumo_ev": -0.543,
  "charge": 0,
  "e_homo_ev": -7.3509,
  "homo_lumo_gap_ev": 6.81,
  "elements": ["C", "N", "C", "N", "C", "C", "C", "C", "H", "H", "H", "H", "H", "H", "H", "H", "H", "H", "H", "H", "H", "H"],
  "xyz": [[-0.590, -0.384, -1.473], [-1.601, -1.284, -0.888], [-1.820, -0.898, 0.575], [-2.978, -1.713, 0.980], [0.794, -0.119, -0.850], [1.431, 1.195, -1.237], [1.806, 2.001, 0.034], [2.139, 1.224, 1.362], [-0.381, -0.630, -2.435], [-1.035, 0.612, -1.490], [-1.366, -2.254, -0.807], [-0.891, -1.186, 1.017], [-1.961, 0.101, 0.811], [-2.743, -2.492, 1.526], [-3.671, -1.201, 1.500], [1.323, -1.018, -1.183], [0.696, -0.126, 0.240], [2.240, 1.113, -2.009], [1.030, 1.723, 0.961], [2.220, 2.963, 0.106], [2.442, 1.924, 2.169], [2.916, 0.450, 1.093]],
  "mulliken_charge": [-0.98, -0.48, -0.59, -0.57, 0.23, -0.42, -0.32, -0.94, 0.46, 0.44, 0.29, 0.36, 0.39, 0.21, 0.22, 0.33, -0.14, 0.26, 0.19, 0.45, 0.30, 0.29]
}

Entry two
{
  "formula": "C6H14N2",
  "method": "ωB97M-V/def2-TZVPD",
  "e_lumo_ev": -0.151,
  "charge": 0,
  "e_homo_ev": -8.6777,
  "homo_lumo_gap_ev": 8.53,
  "elements": ["C", "C", "C", "C", "C", "N", "C", "N", "H", "H", "H", "H", "H", "H", "H", "H", "H", "H", "H", "H", "H", "H"],
  "xyz": [[2.867, 0.525, 0.187], [1.397, 0.437, -0.243], [0.423, 0.557, 0.902], [-0.882, 0.435, 0.149], [-1.053, -1.034, -0.084], [-2.169, -1.373, -0.685], [-2.053, 1.213, 0.715], [1.066, -0.882, -0.806], [3.089, -0.318, 0.827], [3.075, 1.445, 0.696], [3.539, 0.463, -0.665], [1.171, 1.292, -0.897], [0.505, 1.415, 1.574], [0.581, -0.360, 1.493], [-0.118, -1.353, -0.792], [-2.093, -2.333, -1.044], [-0.870, -1.584, 0.845], [-1.832, 2.283, 0.754], [-2.341, 0.882, 1.696], [-2.921, 1.132, 0.066], [1.211, -0.879, -1.827], [-0.725, 0.825, -0.851]],
  "mulliken_charge": [-1.48, 0.53, -0.84, 0.71, -0.08, -0.68, -1.79, -0.74, 0.34, 0.37, 0.36, 0.25, 0.35, 0.30, 0.05, 0.24, 0.44, 0.43, 0.36, 0.41, 0.31, 0.14]
}

Decreasing stability: entry two, entry one

Entry one
{
  "formula": "C6H14N2",
  "method": "ωB97M-V/def2-TZVPD",
  "e_lumo_ev": 1.135,
  "charge": 0,
  "smiles": "C=CCN.C=CNC",
  "e_homo_ev": -8.2623,
  "homo_lumo_gap_ev": 9.40,
  "elements": ["C", "C", "C", "N", "H", "H", "H", "H", "H", "H", "H", "C", "C", "N", "C", "H", "H", "H", "H", "H", "H", "H"],
  "xyz": [[-0.572, 1.236, -0.627], [-1.515, 0.476, -1.147], [-1.931, 0.494, -2.596], [-2.150, -0.869, -3.059], [-0.280, 1.182, 0.415], [-0.077, 2.040, -1.165], [-2.008, -0.274, -0.541], [-2.808, 1.144, -2.694], [-1.130, 0.934, -3.189], [-2.406, -0.909, -4.037], [-2.906, -1.313, -2.551], [2.973, 0.735, 1.299], [1.890, 0.388, 1.987], [1.523, -0.910, 2.350], [0.153, -1.278, 2.034], [3.631, -0.008, 0.866], [3.171, 1.770, 1.073], [1.191, 1.153, 2.310], [2.177, -1.572, 1.950], [-0.042, -2.289, 2.394], [-0.525, -0.609, 2.563], [-0.080, -1.243, 0.965]],
  "mulliken_charge": [-0.66, -0.01, -0.31, -0.61, 0.16, 0.23, 0.23, 0.22, 0.34, 0.22, 0.20, -0.89, 0.01, -0.34, -0.89, 0.23, 0.25, 0.44, 0.25, 0.35, 0.33, 0.24]
}

Entry two
{
  "formula": "C6H14N2",
  "method": "ωB97M-V/def2-TZVPD",
  "e_lumo_ev": 1.145,
  "charge": 0,
  "smiles": "CN1[C@H](C)N(C)[C@@H]1C",
  "e_homo_ev": -8.4817,
  "homo_lumo_gap_ev": 9.63,
  "elements": ["C", "N", "C", "C", "N", "C", "C", "C", "H", "H", "H", "H", "H", "H", "H", "H", "H", "H", "H", "H", "H", "H"],
  "xyz": [[-1.723, 0.731, 1.105], [-0.987, 0.388, -0.104], [-0.462, -0.951, -0.055], [-0.751, -1.750, -1.309], [0.986, -0.382, -0.086], [1.705, -0.727, 1.131], [0.461, 0.958, -0.050], [0.771, 1.753, -1.302], [-1.142, 0.606, 2.029], [-2.620, 0.107, 1.196], [-2.055, 1.773, 1.056], [-0.670, -1.533, 0.854], [-0.039, -2.574, -1.420], [-1.754, -2.187, -1.239], [-0.711, -1.135, -2.213], [1.328, -0.247, 2.044], [2.762, -0.463, 1.027], [1.667, -1.807, 1.324], [0.653, 1.542, 0.861], [0.736, 1.136, -2.205], [1.777, 2.181, -1.221], [0.068, 2.582, -1.422]],
  "mulliken_charge": [-0.97, -0.20, 0.14, -1.47, -0.16, -0.96, 0.18, -1.44, 0.35, 0.34, 0.29, 0.55, 0.31, 0.36, 0.30, 0.34, 0.31, 0.35, 0.39, 0.30, 0.36, 0.31]
}

Decreasing stability: entry two, entry one

Entry one
{
  "formula": "C6H14N2",
  "method": "ωB97M-V/def2-TZVPD",
  "e_lumo_ev": -2.984,
  "charge": 0,
  "e_homo_ev": -6.2453,
  "homo_lumo_gap_ev": 3.26,
  "elements": ["C", "C", "C", "C", "C", "N", "C", "N", "H", "H", "H", "H", "H", "H", "H", "H", "H", "H", "H", "H", "H", "H"],
  "xyz": [[-2.762, 0.263, 0.969], [-1.178, 0.282, 1.123], [-0.451, -0.772, 0.275], [-0.475, -0.316, -1.243], [-1.956, -0.164, -1.555], [2.478, -0.897, -0.268], [2.832, 0.316, 0.151], [1.821, 1.149, 0.568], [-3.357, -0.279, 1.676], [-2.599, -0.101, -0.161], [-3.030, 1.240, 1.055], [-0.824, 0.284, 2.223], [-0.878, 1.193, 0.658], [-1.010, -1.684, 0.395], [0.569, -0.785, 0.590], [0.124, 0.625, -1.174], [0.140, -1.058, -1.788], [3.310, -1.446, -0.503], [-2.163, 0.717, -2.150], [-2.396, -1.085, -1.972], [3.821, 0.777, -0.076], [2.144, 2.182, 0.794]],
  "mulliken_charge": [-0.80, -0.32, -1.15, -0.34, -0.55, -0.58, -0.18, -0.51, 0.30, 0.14, 0.38, 0.43, 0.22, 0.48, 0.51, 0.27, 0.41, 0.14, 0.35, 0.34, 0.33, 0.13]
}

Entry two
{
  "formula": "C6H14N2",
  "method": "ωB97M-V/def2-TZVPD",
  "e_lumo_ev": 0.947,
  "charge": 0,
  "smiles": "C=NN(C)C(C)(C)C",
  "e_homo_ev": -8.0111,
  "homo_lumo_gap_ev": 8.96,
  "elements": ["C", "N", "N", "C", "C", "C", "C", "C", "H", "H", "H", "H", "H", "H", "H", "H", "H", "H", "H", "H", "H", "H"],
  "xyz": [[1.721, 2.257, -0.567], [1.022, 1.406, 0.055], [0.154, 0.557, -0.464], [0.042, 0.280, -1.881], [-0.350, -0.439, 0.488], [-1.679, -1.013, -0.008], [0.680, -1.564, 0.666], [-0.584, 0.257, 1.832], [1.763, 2.421, -1.644], [2.340, 2.894, 0.041], [0.348, -0.744, -2.114], [-0.984, 0.433, -2.222], [0.688, 0.956, -2.434], [-2.385, -0.211, -0.211], [-2.102, -1.653, 0.762], [-1.552, -1.608, -0.908], [1.625, -1.142, 1.001], [0.847, -2.091, -0.271], [0.334, -2.281, 1.405], [-0.978, -0.454, 2.554], [-1.295, 1.069, 1.711], [0.346, 0.670, 2.208]],
  "mulliken_charge": [-0.33, -0.66, 0.61, -0.84, 1.48, -1.76, -1.59, -1.72, 0.16, 0.23, 0.24, 0.25, 0.34, 0.42, 0.45, 0.38, 0.40, 0.33, 0.40, 0.44, 0.40, 0.39]
}

Decreasing stability: entry two, entry one

Entry one
{
  "formula": "C6H14N2",
  "method": "ωB97M-V/def2-TZVPD",
  "e_lumo_ev": 0.907,
  "charge": 0,
  "smiles": "CN=C(C)C.C=CN",
  "e_homo_ev": -8.2701,
  "homo_lumo_gap_ev": 9.18,
  "elements": ["C", "N", "C", "C", "C", "H", "H", "H", "H", "H", "H", "H", "H", "H", "C", "C", "N", "H", "H", "H", "H", "H"],
  "xyz": [[-0.221, 0.644, 2.130], [-1.002, 0.996, 1.004], [-1.269, 0.147, 0.097], [-1.097, -1.347, 0.236], [-2.006, 0.622, -1.119], [0.852, 0.414, 1.710], [-0.153, 1.500, 2.800], [-0.595, -0.228, 2.675], [-1.724, -1.718, 1.047], [-1.361, -1.866, -0.681], [-0.066, -1.588, 0.494], [-1.445, 0.378, -2.025], [-2.154, 1.698, -1.066], [-2.980, 0.131, -1.192], [2.363, 0.410, 0.270], [1.675, 0.426, -0.888], [1.616, -0.628, -1.779], [2.626, 1.341, 0.742], [3.044, -0.401, 0.485], [1.142, 1.305, -1.204], [2.001, -1.505, -1.445], [0.755, -0.733, -2.289]],
  "mulliken_charge": [-0.64, -0.54, 1.10, -1.35, -1.26, 0.09, 0.29, 0.28, 0.40, 0.33, 0.33, 0.27, 0.35, 0.36, -1.27, 0.27, -0.51, 0.36, 0.29, 0.34, 0.23, 0.26]
}

Entry two
{
  "formula": "C6H14N2",
  "method": "ωB97M-V/def2-TZVPD",
  "e_lumo_ev": 1.223,
  "charge": 0,
  "smiles": "C=CCCCNCN",
  "e_homo_ev": -8.8577,
  "homo_lumo_gap_ev": 10.08,
  "elements": ["C", "C", "C", "C", "C", "N", "C", "N", "H", "H", "H", "H", "H", "H", "H", "H", "H", "H", "H", "H", "H", "H"],
  "xyz": [[0.226, -1.780, 1.695], [-1.052, -1.487, 1.599], [-1.564, -0.044, 1.642], [-1.730, 0.626, 0.269], [-0.430, 1.358, -0.159], [0.226, 0.445, -1.209], [1.520, 0.924, -1.640], [2.363, -0.315, -1.775], [1.013, -1.042, 1.819], [0.696, -2.761, 1.739], [-1.893, -2.164, 1.637], [-0.984, 0.571, 2.339], [-2.530, -0.161, 2.150], [-2.504, 1.384, 0.327], [-1.973, -0.123, -0.485], [-0.640, 2.292, -0.658], [0.331, 1.351, 0.625], [0.311, -0.392, -0.649], [2.075, 1.634, -1.019], [1.457, 1.341, -2.643], [1.872, -1.019, -2.304], [3.185, -0.049, -2.300]],
  "mulliken_charge": [-0.86, -0.03, -0.82, -0.67, -0.65, -0.45, -0.40, -0.64, 0.23, 0.27, 0.32, 0.43, 0.35, 0.36, 0.44, 0.40, 0.41, 0.26, 0.33, 0.27, 0.22, 0.22]
}

Decreasing stability: entry one, entry two